No. 1
DFT (wB97M-V/def2-TZVPD) results for a cluster of 2 separate species, CH3NO2S in total.

Results
* gap between HOMO and LUMO: 0.3110 Ha
* HOMO level: -8.68 eV
* net charge: 0
* 2S+1: 1
* calculated total energy: -643.1567 Ha
* lowest unoccupied orbital energy: -0.2 eV

Each line ends with the Mulliken charge.
Element x y z (Å)
S (-3.151, -0.853, -0.296)  -0.213
O (1.096, 0.558, -0.792)  -0.420
O (2.131, -1.164, -0.062)  -0.422
N (2.069, -0.026, -0.430)  0.528
C (-2.028, 0.095, 0.317)  -0.250
H (3.066, 0.417, -0.139)  0.320
H (-1.324, -0.250, 1.100)  0.221
H (-1.858, 1.224, 0.302)  0.237

=====

No. 2
DFT (wB97M-V/def2-TZVPD) results for a cluster of 2 separate species, CH5NO in total.

Results
* gap between HOMO and LUMO: 0.3506 Ha
* HOMO level: -9.57 eV
* net charge: 0
* 2S+1: 1
* calculated total energy: -170.9692 Ha
* lowest unoccupied orbital energy: 0.0 eV

Each line ends with the Mulliken charge.
Element x y z (Å)
O (-1.217, 0.996, 1.360)  -0.685
N (0.747, -0.536, -0.122)  -0.570
C (0.657, -0.492, -1.439)  -0.269
H (-1.414, 0.327, 2.031)  0.306
H (-0.595, 0.491, 0.781)  0.405
H (1.294, -1.419, -0.511)  0.294
H (1.573, -0.333, -2.020)  0.286
H (-0.287, -0.523, -1.998)  0.234

=====

Computed values of max |F| (unit: eV/Å) for the preceding records, in sequence: 3.59, 3.68.
Computed values of molecular weight (unit: u) for the preceding records, in sequence: 93.11, 47.06.